# C3H5ClNOP

A structure of composition C3H5ClNOP in a non-equilibrium geometry (the ωB97M-V functional and the def2-TZVPD basis, OMol25).

Cartesian coordinates (Å):
C 0.1650 1.0936 0.0224
C -0.4735 -0.0766 0.2702
C -1.8858 -0.4536 -0.1425
N 1.5328 1.1971 0.2574
O 1.6516 -1.3780 -0.5881
P 2.2195 -0.1553 -0.0019
Cl 4.1073 -0.1034 0.2207
H -0.4159 1.9868 -0.2295
H -0.0126 -0.8203 0.8597
H -2.0909 -1.5169 -0.0863
H -2.3726 -0.0079 -1.0977
H -2.4247 0.2345 0.5156

2S+1   1
Orbital gap   8.1 eV
Energy relative to the best compared isomer or geometry (same formula, charge and spin)   37.6 kcal/mol
HOMO level   -0.3037 Ha